Record 1
The following is a quantum chemistry calculation of a 2-piece molecular cluster, C2H4FIO overall at a distorted geometry, from OMol25.

## Properties
**Total energy**: -15001.31754 eV
**M**: 189.96 g mol⁻¹
**Spin multiplicity**: 1
**HOMO energy**: -10.03 eV
**Energy above the lowest of the compared OMol25 structures with the same formula, charge and spin**: 236.1 kJ/mol
**Orbital gap**: 9.8 eV
**E_LUMO**: -0.227 eV

Each line ends with the Mulliken charge.
Positions of all 9 atoms, in Å:
C -1.15 -0.31 0.51  -0.7521
C 1.06 -0.04 -0.43  0.0946
O 0.26 -0.27 0.61  -0.2032
F 0.87 2.02 -0.60  -0.6106
I 3.10 -0.17 -0.18  0.1952
H -1.66 0.59 0.63  0.3431
H -1.71 -0.87 1.31  0.2788
H -1.49 -0.77 -0.37  0.3405
H 0.72 -0.18 -1.48  0.3138

=====

Record 2
The following is a quantum chemistry calculation of a 2-piece molecular cluster, C2H2FN3O overall at a distorted geometry, from OMol25.

## Properties
**SMILES**: [O-][N+]#CF.N#CN
**Total energy**: -11336.55545 eV
**M**: 103.06 g mol⁻¹
**Spin multiplicity**: 1
**HOMO energy**: -9.79 eV
**Energy above the lowest of the compared OMol25 structures with the same formula, charge and spin**: 384.2 kJ/mol
**Orbital gap**: 9.9 eV
**E_LUMO**: 0.131 eV

Each line ends with the Mulliken charge.
Positions of all 9 atoms, in Å:
O -2.08 -1.13 -0.29  -0.6389
N -2.04 -0.09 0.24  0.6290
C -2.03 0.74 1.06  0.1416
F -1.74 1.94 1.37  -0.1452
N 0.89 1.38 -0.09  -0.3774
C 1.37 0.37 -0.32  0.3456
N 1.93 -0.75 -0.62  -0.4727
H 1.65 -1.10 -1.54  0.2595
H 2.05 -1.38 0.18  0.2587

=====

Record 3
The following is a quantum chemistry calculation of an isolated molecule of C2HNO2S2 at a distorted geometry, from OMol25.

## Properties
**SMILES**: O=C1S[C@H]1[N+](=O)[S-]
**Total energy**: -29341.17625 eV
**M**: 135.17 g mol⁻¹
**Spin multiplicity**: 1
**HOMO energy (alpha / beta)**: -9.78 / -9.78 eV
**Energy above the lowest of the compared OMol25 structures with the same formula, charge and spin**: 371.7 kJ/mol
**Orbital gap (alpha / beta)**: 8.1 / 8.1 eV
**E_LUMO (alpha / beta)**: -1.711 / -1.723 eV

Each line ends with the Mulliken charge.
Positions of all 8 atoms, in Å:
O -0.53 -1.85 -1.43  -0.3685
C -0.60 -1.18 -0.50  0.2348
S -0.81 -1.39 1.16  -0.0524
C -0.42 0.12 0.11  -0.1880
N 0.81 0.98 0.15  0.4921
O 0.60 2.18 0.29  -0.4789
S 2.33 0.46 -0.10  -0.1006
H -1.38 0.69 0.33  0.4615

=====

Record 4
The following is a quantum chemistry calculation of CH5N3S as an isolated structure at a distorted geometry, from OMol25.

## Properties
**Total energy**: -16418.69401 eV
**M**: 91.14 g mol⁻¹
**Spin multiplicity**: 1
**HOMO energy**: -7.98 eV
**Energy above the lowest of the compared OMol25 structures with the same formula, charge and spin**: 446.4 kJ/mol
**Orbital gap**: 8.4 eV
**E_LUMO**: 0.419 eV

Each line ends with the Mulliken charge.
Positions of all 10 atoms, in Å:
C 0.41 0.40 0.12  0.5367
H -2.59 0.20 0.94  0.2004
H -1.10 -1.18 -0.25  0.3117
H -1.15 1.85 -0.16  0.2398
H 1.47 2.12 0.52  0.3126
H 2.32 0.46 -0.37  0.2576
N -2.01 0.00 -0.23  -0.7443
N -0.93 0.78 0.07  -0.0650
N 1.48 1.13 -0.13  -0.4794
S 0.55 -1.20 0.04  -0.5700

=====

Record 5
The following is a quantum chemistry calculation of C13H9AuN4O6S2 as an isolated structure, from OMol25.

## Properties
**Total energy**: -57235.96074 eV
**M**: 578.34 g mol⁻¹
**Spin multiplicity**: 2
**HOMO energy (alpha / beta)**: -3.42 / -5.68 eV
**Energy above the lowest of the compared OMol25 structures with the same formula, charge and spin**: 0.0 kJ/mol
**Orbital gap (alpha / beta)**: 4.7 / 7.0 eV
**E_LUMO (alpha / beta)**: 1.277 / 1.277 eV
**Net charge**: -1

Each line ends with the Mulliken charge.
Positions of all 35 atoms, in Å:
Au 0.03 -0.73 -0.23  0.5054
O 3.91 1.20 2.48  -0.4691
C 2.98 0.94 1.77  0.4209
O 2.56 0.80 0.65  -0.4681
C 1.25 0.52 3.15  0.3787
O 1.64 0.78 4.25  -0.4776
O 0.34 0.13 2.46  -0.3706
N -7.46 2.32 2.93  -0.6277
C -6.68 1.73 1.92  1.0453
C -6.04 0.51 2.14  -0.6545
C -5.31 -0.09 1.13  -0.4895
C -5.21 0.53 -0.11  -0.3079
C -5.84 1.74 -0.34  -0.1765
C -6.58 2.33 0.66  -0.6603
S -4.22 -0.23 -1.38  1.2895
O -4.51 0.46 -2.61  -0.7126
O -4.48 -1.64 -1.31  -0.7796
N -2.70 -0.03 -0.89  -0.6138
C -2.15 1.17 -0.79  0.6914
N -0.82 1.14 -0.45  -0.4397
C -0.17 2.28 -0.21  0.3757
C -0.80 3.50 -0.34  -0.9472
C -2.13 3.45 -0.73  -0.0040
N -2.81 2.34 -0.95  -0.4132
H -7.16 2.06 3.86  0.2333
H -7.54 3.32 2.84  0.2319
H -6.12 0.03 3.11  0.2676
H -4.81 -1.03 1.29  0.3920
H -5.74 2.20 -1.31  0.4569
H -7.09 3.27 0.48  0.2616
H 0.87 2.18 0.09  0.2850
H -0.29 4.43 -0.15  0.3957
H -2.69 4.37 -0.86  0.3866
S 1.42 -3.82 -0.10  -0.2715
C 0.79 -2.44 -0.16  0.2655

=====

Record 6
The following is a quantum chemistry calculation of a 2-piece molecular cluster, C5H16N2O overall at a distorted geometry, from OMol25.

## Properties
**SMILES**: CCN[C@@H](C)CN.O
**Total energy**: -10471.84566 eV
**M**: 120.20 g mol⁻¹
**Spin multiplicity**: 1
**HOMO energy**: -8.43 eV
**Energy above the lowest of the compared OMol25 structures with the same formula, charge and spin**: 65.2 kJ/mol
**Orbital gap**: 9.4 eV
**E_LUMO**: 0.952 eV

Each line ends with the Mulliken charge.
Positions of all 24 atoms, in Å:
C -2.11 -1.32 1.13  -1.2271
C -0.93 -1.44 0.19  -0.4009
N -0.40 -0.06 -0.02  -0.1910
C 0.82 0.03 -0.83  0.2386
C 0.52 -0.54 -2.27  -1.4399
C 1.37 1.50 -0.99  -0.7863
N 1.80 1.96 0.36  -0.5744
H -2.94 -0.77 0.70  0.3320
H -1.83 -0.86 2.08  0.2973
H -2.50 -2.31 1.43  0.3828
H -0.18 -2.02 0.75  0.2747
H -1.17 -1.91 -0.76  0.3893
H -1.12 0.52 -0.43  0.2247
H 1.62 -0.51 -0.34  0.2036
H 0.32 -1.61 -2.13  0.3997
H -0.31 -0.02 -2.74  0.3182
H 1.41 -0.42 -2.90  0.4391
H 2.20 1.58 -1.67  0.4134
H 0.58 2.21 -1.23  0.3073
H 1.02 1.79 0.98  0.1880
H 2.68 1.67 0.75  0.2288
O -0.32 1.21 2.59  -0.7100
H -0.30 0.82 3.47  0.3143
H -0.23 0.51 1.89  0.3779